Record 1
The following is a quantum chemistry calculation of C51H49BrLaN12O3S2 as an isolated structure, from the OMol25 dataset.

The geometry in XYZ format:
```
119
Properties=species:S:1:pos:R:3:mulliken_charge:R:1
C 2.65 3.78 -2.18 -1.1385
C -4.11 1.86 -4.12 -1.4403
H 3.14 -5.82 -1.29 0.4896
N -1.55 -3.97 3.69 -0.4441
H -0.66 3.45 -0.35 0.4659
H 0.61 2.81 2.91 0.5952
C -5.50 2.02 2.89 -0.3744
C 1.79 2.71 -2.35 0.5674
C 2.32 4.76 -1.25 -0.8078
C -0.01 -6.84 -0.53 -0.6069
H 0.31 3.02 -4.17 0.5195
H -1.52 -4.12 4.68 0.1846
H 4.26 2.41 1.75 0.4372
N -4.83 -1.39 -1.95 -0.8432
H 2.15 -4.33 1.51 0.5037
H 0.81 5.42 0.14 0.5451
H -1.82 -4.77 3.14 0.2608
C -0.63 -5.61 -0.41 -1.0504
C 3.34 -3.00 0.29 0.7797
C -3.64 1.86 1.36 -0.6866
C 2.26 1.94 1.73 0.3247
H 2.77 2.02 -4.11 0.5450
N -0.08 1.41 1.56 0.2471
C 3.42 5.13 5.68 -0.4151
H 1.91 2.28 4.63 0.6252
C 4.45 -2.17 0.24 -0.6463
C 1.29 -2.56 -5.10 -1.1703
C -0.08 -1.29 0.93 0.0866
C -5.29 3.60 1.08 -1.0852
N 0.65 2.60 -1.67 1.0409
H -5.68 4.44 0.52 0.4447
H 2.09 -2.41 -5.82 0.4895
H 5.54 -2.53 3.42 0.4195
H 2.31 -0.13 -4.97 0.5271
C 1.23 -0.09 -4.82 -2.1917
H -6.87 3.63 2.54 0.3877
N -1.75 -1.70 3.96 0.0016
H 3.57 3.84 -2.76 0.5390
C -1.98 -2.78 3.19 0.6786
H 3.55 -4.00 3.51 0.4724
C 2.54 3.17 4.59 -0.2815
La -0.54 0.15 -1.33 1.6275
C 4.91 -2.65 2.54 -0.5727
C 2.08 -5.77 -1.04 -0.5609
N -1.88 1.46 -3.32 0.7812
H -0.66 -4.92 -3.67 0.5264
H 1.09 -1.97 2.60 0.1224
C 0.81 -3.82 -4.83 -0.5596
C 1.35 -6.92 -0.84 -0.7597
C 3.31 2.54 2.25 -0.5916
C -3.63 -1.28 -1.58 0.2787
H -1.69 -5.53 -0.17 0.5378
H 1.97 3.81 6.56 0.3926
C 0.10 -4.44 -0.61 0.9285
H -3.55 1.19 -2.16 0.4447
N -2.46 -1.23 -1.41 1.0097
N 0.58 -1.62 1.82 -0.0785
C -5.96 3.14 2.20 -0.5150
H 4.90 6.22 4.56 0.3912
O -1.90 1.50 -0.31 -0.3339
C -2.38 1.16 0.94 1.9987
C 0.75 -1.46 -4.44 1.2157
H 4.82 4.70 2.62 0.3946
H -1.53 -2.87 -2.61 0.4033
H -0.38 -3.47 -0.51 -0.2492
S 2.41 -3.08 -1.22 0.0280
Br 2.57 0.79 0.26 -0.0291
H 2.98 5.60 -1.08 0.4552
N -1.36 1.52 1.97 -0.2013
C 1.12 4.67 -0.57 -1.0073
N -6.87 -0.36 -0.95 -0.6063
C 5.24 -1.99 1.37 -0.6255
N -0.22 -1.58 -3.54 0.3966
C 0.09 2.05 -4.61 -1.8747
S -2.65 -2.65 1.65 -0.4129
C -1.16 -1.68 5.29 -1.1458
H 4.70 -1.65 -0.69 0.4743
H -1.93 -1.63 6.07 0.3003
H -4.11 -0.54 2.56 0.2497
H -5.17 1.86 -3.91 0.5447
C 1.44 -4.53 -0.92 0.6456
C 0.30 3.57 -0.82 -0.8405
C -5.90 -0.83 -1.38 0.5245
C 4.23 5.37 4.57 -0.5892
C -1.40 1.87 -4.51 0.9914
H -2.53 0.08 1.03 -0.8166
C 0.83 2.08 2.13 -1.0375
C 2.11 1.61 -3.34 -1.4159
H -2.13 -0.83 3.60 0.0473
H -1.60 2.28 2.59 0.5389
O -3.93 0.23 3.12 -0.6977
C 2.59 4.02 5.69 -0.6642
C -3.21 1.48 -3.14 -0.4079
H 0.38 2.11 -5.67 0.4315
N 0.89 1.02 -3.92 1.2430
C -4.13 2.95 0.66 -0.7028
H -0.55 -2.56 5.46 0.4635
H 3.46 5.80 6.53 0.3903
C 4.18 4.51 3.48 -0.4842
H 2.66 0.81 -2.84 0.3906
C 3.32 3.42 3.46 0.3103
C -0.71 -2.81 -3.31 -0.3296
H -0.58 -7.75 -0.38 0.4220
C -4.36 1.38 2.45 0.4780
H -3.58 3.29 -0.22 0.4636
H 1.83 -7.89 -0.93 0.4202
C -0.23 -3.96 -3.91 -1.0650
C 3.01 -3.67 1.47 -0.8826
O 1.46 -1.90 -1.27 -0.1617
H -6.02 1.63 3.76 0.4830
C 3.80 -3.49 2.59 -0.4800
H 1.22 -4.69 -5.33 0.4480
H -4.27 2.53 -6.15 0.4264
C -3.61 2.24 -5.35 -0.5260
H 0.80 0.11 -5.81 0.5095
C -2.23 2.24 -5.55 -1.1085
H 6.10 -1.34 1.32 0.4573
H -0.52 -0.81 5.39 0.2551
H -1.80 2.55 -6.50 0.4963
```

Total energy: -6257.51339 Ha
Net charge: +1
Lowest unoccupied orbital energy: -2.0 eV
Orbital gap: 8.1 eV


Record 2
The following is a quantum chemistry calculation of C3H9NS in the gas phase, from the OMol25 dataset.

The geometry in XYZ format:
```
14
Properties=species:S:1:pos:R:3:mulliken_charge:R:1
C 0.15 -0.40 -1.06 -0.4115
H -2.12 1.03 -1.36 0.3368
H -2.62 0.97 0.29 0.2961
H -0.18 -1.39 -1.37 0.3180
C -2.13 0.39 -0.49 -0.8989
H 2.62 -0.87 1.76 0.2798
H 0.19 0.21 -1.97 0.3239
H 2.76 0.93 1.23 0.2640
N -0.72 0.25 -0.08 -0.3983
H -2.63 -0.58 -0.43 0.3196
H 1.26 0.22 1.86 0.2591
C 2.19 0.02 1.32 -0.7228
H -0.60 -0.32 0.75 0.2074
S 1.84 -0.46 -0.45 -0.1733
```

Total energy: -572.59122 Ha
Lowest unoccupied orbital energy: 1.0 eV
SMILES: CNCSC
Orbital gap: 9.3 eV


Record 3
The following is a quantum chemistry calculation of C28H50BrIrN3O2P3 as an isolated structure, from the OMol25 dataset.

The geometry in XYZ format:
```
88
Properties=species:S:1:pos:R:3:mulliken_charge:R:1
H -2.05 -6.94 1.48 0.4163
H -2.06 4.24 2.27 0.3730
H -2.50 0.39 -0.49 0.1227
H 1.16 3.11 -1.81 0.1211
P 1.17 3.49 1.57 1.2327
H 2.96 1.44 -1.99 0.1474
O 0.39 2.19 1.72 -0.6465
H -0.83 -3.89 2.85 0.3651
H -1.28 2.88 -0.17 0.3095
P 0.01 1.11 -1.93 -0.3180
C 2.42 -2.86 2.24 -1.4195
H 0.07 -3.74 -2.74 0.6937
H -2.36 -2.27 3.55 0.4083
C -1.70 1.76 -1.98 0.6548
H -1.00 -2.02 4.66 0.3519
H 3.16 2.65 -3.27 0.4872
C 0.13 -2.65 -4.57 -0.8809
H -2.84 3.27 -0.92 0.5258
H -0.58 0.21 3.55 0.4014
H -1.03 2.93 2.46 -0.2142
C -2.22 0.10 2.17 -0.9828
H -1.85 -6.03 2.99 0.3612
C 0.22 -1.31 -6.70 -1.7104
C -0.84 -2.64 -0.32 0.0394
C -1.79 3.03 -1.12 -1.6049
Ir 0.86 0.21 0.13 2.5914
C -0.62 -2.69 1.08 0.1640
P 0.17 -1.27 1.91 -0.0715
H 2.68 -1.35 4.66 0.5477
C 2.15 -0.90 3.82 -1.2756
H -3.71 1.09 -1.58 0.5733
H -2.81 -0.66 1.64 0.3366
H 0.08 -0.28 -7.05 0.3509
C 1.10 2.41 -2.64 1.1253
H 3.20 -3.23 2.91 0.4646
H -0.25 5.44 1.67 0.3624
C 1.43 -2.00 3.02 0.7643
N 3.83 3.21 1.60 0.0136
C -2.69 0.69 -1.52 -1.6686
H -2.84 -5.38 -0.61 0.4464
H -2.65 -0.20 -2.15 0.3369
C 2.51 1.85 -2.89 -1.3127
C -1.75 -1.52 4.04 -1.7566
H 1.11 4.11 -3.93 0.4507
H 3.76 2.27 1.19 -0.2322
H -2.91 0.65 2.82 0.6505
H 2.68 2.53 3.26 0.2581
C 0.12 -1.40 -5.20 0.5383
C 0.07 -0.26 -4.40 -0.5053
H 0.77 2.62 -4.79 0.3904
H 0.10 0.71 -4.88 0.1532
N -1.25 3.91 2.77 -0.0111
H -1.34 3.90 -1.61 0.3568
C 2.69 3.38 2.59 -0.9490
O 1.68 4.01 0.28 -1.0271
H 3.69 3.85 0.82 0.4245
C 0.00 -0.34 -3.02 0.2919
H -0.49 3.39 -3.83 0.3555
H 0.43 5.16 3.27 0.4659
H 0.22 -3.55 -5.17 0.4455
C 0.02 -2.76 -3.20 -0.7132
H 1.20 -1.65 -7.05 0.3647
H -2.01 -3.50 -1.92 0.6847
H 4.75 3.33 2.01 0.4045
H -1.90 2.00 -3.02 0.8002
H -1.80 0.78 1.43 -0.3486
C -0.09 -1.61 -2.40 -0.4852
H 2.49 1.06 -3.65 0.2455
H 2.88 -0.38 3.20 0.1095
C -2.30 -6.01 1.99 -1.6943
N -0.25 -1.63 -1.03 0.4876
H 1.94 -3.73 1.78 0.2613
C -1.70 -3.60 -0.89 -0.7881
H 1.46 -0.15 4.24 0.2566
H 2.91 -2.28 1.45 0.2293
C 0.01 4.68 2.39 -0.9313
H 0.87 -2.62 3.72 0.4500
C -1.07 -3.80 1.79 -0.3056
H 2.85 4.30 3.15 0.5495
C -1.82 -4.81 1.20 0.3361
H -1.45 3.94 3.76 0.4006
C -1.13 -0.56 3.02 0.7662
H -3.39 -5.99 2.10 0.3546
C -2.18 -4.66 -0.14 -1.1993
H -2.40 -0.95 4.70 0.4680
Br 3.28 0.58 0.66 -0.6962
H -0.53 -1.94 -7.18 0.4053
C 0.57 3.16 -3.87 -1.6955
```

Spin multiplicity: 5
Total energy: -5113.66847 Ha
Net charge: +2
Lowest unoccupied orbital energy (spin up / spin down): -4.9 / -6.8 eV
⟨S²⟩: 6.059
Orbital gap (spin up / spin down): 7.1 / 6.3 eV


Record 4
The following is a quantum chemistry calculation of a 2-piece molecular cluster, C3H12N2 overall, from the OMol25 dataset.

The geometry in XYZ format:
```
17
Properties=species:S:1:pos:R:3:mulliken_charge:R:1
C 3.21 -2.39 -0.18 -0.7895
H -1.20 0.47 0.60 0.2736
C 2.86 -1.30 0.84 -0.6566
C -1.57 1.24 -0.07 -0.2630
N -2.17 0.60 -1.23 -0.6132
H 1.81 -1.05 0.74 0.1090
H 4.23 -2.35 -0.55 0.2732
H 2.53 -2.27 -1.02 0.2498
H -0.77 1.94 -0.35 0.2851
H -3.41 1.47 0.82 0.2270
H 3.13 -1.47 1.87 0.2988
H -2.20 2.30 1.53 0.2253
N -2.59 2.03 0.64 -0.6088
H 2.94 -3.36 0.24 0.2600
H -1.43 0.38 -1.88 0.2269
H 3.36 -0.37 0.56 0.2607
H -2.78 1.28 -1.68 0.2418
```

Total energy: -230.98300 Ha
Lowest unoccupied orbital energy: 0.9 eV
SMILES: NCN.CC
Orbital gap: 10.1 eV


Record 5
The following is a quantum chemistry calculation of a 8-piece molecular cluster, C12H40O8 overall, from the OMol25 dataset.

The geometry in XYZ format:
```
60
Properties=species:S:1:pos:R:3:mulliken_charge:R:1
C -4.50 21.04 4.80 -0.4205
C -4.06 24.83 -2.71 -0.8004
H -5.18 24.81 -0.07 -0.1833
C -9.66 24.02 1.24 -0.7498
C -1.96 25.52 1.33 -0.9608
H -4.20 20.53 1.28 0.2452
H -7.31 22.68 6.11 0.3080
H -2.82 24.24 0.00 -0.2315
H -10.30 24.38 2.09 0.2768
C -2.17 24.14 0.81 0.0707
H -3.67 22.48 5.53 0.3076
H -8.32 23.63 -3.11 0.3121
H -2.90 26.02 1.61 0.2705
H -3.02 23.57 -5.38 0.3091
O -4.94 21.04 1.08 -0.4226
H -4.74 24.04 -2.34 0.2303
H -8.98 24.62 -1.73 0.1766
H -4.52 25.74 -2.36 0.3810
H -10.09 24.28 0.24 0.2304
O -6.79 23.46 6.39 -0.5545
H -7.46 23.37 3.73 0.0428
H -6.05 25.29 5.78 0.3708
H -7.44 25.05 -2.59 0.1860
H -3.20 22.54 0.98 0.2548
H -8.43 22.39 0.54 -0.3172
H -8.72 22.55 2.27 -0.0234
C -3.86 24.92 -4.27 -0.4617
H -7.39 23.52 -0.61 -0.0346
H -6.16 19.53 0.10 0.4119
H -2.96 25.48 -4.45 0.3454
H -1.32 23.69 0.32 0.4845
O -10.31 21.68 1.17 -0.5818
C -5.71 24.85 0.89 -0.4200
C -9.20 22.60 1.32 0.6995
H -4.92 21.72 4.12 -0.0867
H -5.36 20.56 -0.96 0.3109
C -7.44 24.37 4.23 -0.5848
H -5.08 20.11 4.95 0.3378
O -6.21 23.66 1.30 0.0271
H -6.52 25.54 0.61 0.4405
H -4.63 25.46 -4.88 0.2690
O -3.97 21.69 5.94 -0.5020
O -3.72 23.63 -4.72 -0.5280
H -8.44 24.57 4.68 0.3197
H -6.65 21.15 0.10 -0.0711
H -5.42 23.93 4.96 -0.0722
H -5.50 23.24 1.70 -0.1219
C -5.80 20.53 0.02 -0.3033
O -7.41 23.27 -1.57 -0.3373
O -3.01 23.30 1.55 -0.4124
H -5.07 25.30 1.66 0.2473
C -8.08 24.25 -2.27 -0.5527
H -1.25 25.57 2.16 0.2983
H -3.12 24.58 -2.25 0.2522
C -6.34 24.30 5.36 0.0276
H -10.65 21.52 2.06 0.3578
H -3.69 20.61 4.33 0.4008
H -1.55 26.02 0.37 0.2817
H -8.71 24.70 1.27 0.0846
H -7.08 24.99 3.40 0.1651
```

Total energy: -1082.90087 Ha
Lowest unoccupied orbital energy: 0.4 eV
SMILES: CCO.CCO.CCO.CCO.CO.CO.CO.CO
Orbital gap: 10.4 eV


Record 6
The following is a quantum chemistry calculation of C3H7N3 in the gas phase, from the OMol25 dataset.

The geometry in XYZ format:
```
13
Properties=species:S:1:pos:R:3:mulliken_charge:R:1
H -0.09 1.80 -1.36 0.2309
H 0.77 -0.95 -1.38 0.3886
H 1.28 1.14 -1.97 0.2214
C 0.04 -0.46 0.59 0.4297
N -0.55 0.70 1.24 -0.7368
H -0.89 -0.33 -1.36 0.2995
N -1.26 -2.67 1.20 -0.4322
C 0.11 -0.20 -0.93 -0.5705
H -0.48 0.62 2.25 0.2627
H 1.07 -0.68 0.94 0.1648
C -0.73 -1.68 0.90 0.0764
H 0.02 1.49 0.96 0.2875
N 0.66 1.14 -1.17 -0.6218
```

Total energy: -282.76172 Ha
Lowest unoccupied orbital energy: 0.8 eV
SMILES: N#C[C@H](N)CN
Orbital gap: 10.7 eV


Computed relative energy (zero: lowest compared OMol25 entry of this formula, charge and spin), in the same sequence as the records: 0.000, 1.330, 0.752, 0.226, 6.043, 0.341 eV.